No. 1
Here is a molecular structure, C14H21N3O5RhS3Se in a non-equilibrium geometry from the OMol25 dataset. Energies are from the ωB97M-V functional and the def2-TZVPD basis.

Properties
- Total charge: -2
- M: 589.40 g mol⁻¹
- E: -4792.844965 a.u.
- Expectation value of S²: 8.79
- HOMO-LUMO gap (spin up / spin down): 0.1474 / 0.1922 Eh
- Largest force on an atom: 0.02764 hartree/bohr
- 2S+1: 6
- ΔE to the lowest compared entry with this formula, charge and spin: 146.9 kJ/mol

Element x y z (Å)
Rh (-0.1908, -0.0999, -1.7249)
Se (-2.1392, -2.2724, -0.1489)
S (4.4516, -2.1874, -0.2717)
S (2.4671, -0.1865, -1.4489)
S (-2.4350, 1.3129, -1.9770)
O (-1.8218, -3.0548, 1.2375)
O (-2.8091, -3.2101, -1.2754)
O (-2.9663, -0.9043, 0.1183)
O (0.3643, 1.5560, -2.8202)
O (-0.5980, -1.8043, -0.7365)
N (-0.2442, 2.7079, -2.5836)
N (-0.2246, 0.9341, 0.3305)
N (1.9656, -2.1880, 0.3352)
C (-0.0808, 5.0843, -2.6038)
C (-2.2041, 4.0300, -2.2429)
C (3.7450, -3.8131, 0.1834)
C (-0.6161, 0.2146, 2.8167)
C (-0.1248, -1.2001, -3.4161)
C (-1.6250, 2.7780, -2.2870)
C (0.0522, 1.2614, 3.7196)
C (0.5204, 3.8750, -2.6571)
C (-2.1254, 0.1436, 3.0769)
C (-0.4040, 0.6158, 1.4262)
C (-1.4790, 5.2115, -2.4482)
C (2.3722, -3.5027, 0.7891)
C (2.8016, -1.6716, -0.6519)
C (0.0251, -1.1592, 3.0143)
H (-3.2578, 4.0576, -2.0063)
H (-2.2850, -0.1052, 4.1295)
H (-1.9503, 6.1804, -2.3864)
H (-1.1564, -1.4845, -3.6521)
H (1.5787, 3.6992, -2.7416)
H (0.4718, -2.0929, -3.2125)
H (-2.5823, -0.6128, 2.4458)
H (0.3163, -0.5945, -4.2107)
H (-0.3840, 2.2452, 3.5643)
H (-2.6042, 1.0974, 2.8617)
H (1.6519, -4.2692, 0.4796)
H (-0.0946, 0.9766, 4.7624)
H (1.1221, 1.3190, 3.5213)
H (-0.4880, -1.8940, 2.4050)
H (1.0782, -1.1474, 2.7406)
H (-0.0744, -1.4396, 4.0630)
H (0.9786, -2.1082, 0.0891)
H (4.3988, -4.3335, 0.8817)
H (0.5512, 5.9656, -2.6596)
H (2.4209, -3.5141, 1.8898)
H (3.6320, -4.4158, -0.7180)

---

No. 2
Here is a molecular structure, C25H29IrN3P2 in a non-equilibrium geometry from the OMol25 dataset. Energies are from the ωB97M-V functional and the def2-TZVPD basis.

Properties
- Total charge: +2
- M: 625.69 g mol⁻¹
- E: -1920.541466 a.u.
- Expectation value of S²: 8.82
- HOMO-LUMO gap (spin up / spin down): 0.2416 / 0.0989 Eh
- Largest force on an atom: 0.06259 hartree/bohr
- 2S+1: 6
- ΔE to the lowest compared entry with this formula, charge and spin: 58.9 kJ/mol

Element x y z (Å)
Ir (-0.0029, 0.0875, 0.3974)
P (-2.0842, 0.8129, 0.0075)
P (0.0580, -2.1511, 0.0980)
N (0.3051, 0.2190, -1.7277)
N (-0.0808, -0.1217, 2.6028)
N (0.0499, -0.1840, 8.0496)
C (1.4581, -0.4149, -2.2258)
C (2.8456, -2.4141, -2.3611)
C (-1.4437, -3.1567, 0.4702)
C (1.6063, -1.8254, -2.1272)
C (1.0801, -0.3202, 3.2780)
C (0.8144, 3.6348, -3.1854)
C (-3.5778, -0.1176, 0.4931)
C (-0.4745, 4.1272, -3.1302)
C (-0.0047, -0.2585, 5.4278)
C (-1.5305, 3.3044, -2.7088)
C (0.4065, -2.6127, -1.6697)
C (0.0265, 1.4586, -2.3355)
C (-2.3794, 1.0978, -1.7829)
C (-1.2105, -0.1198, 4.7434)
C (2.3983, 1.7725, -2.6867)
C (1.1052, 2.3015, -2.7838)
C (2.5799, 0.3813, -2.6540)
C (3.9552, -1.6416, -2.7473)
C (1.1587, -0.3710, 4.6650)
C (1.4282, -2.9796, 0.9968)
C (-1.2893, 1.9887, -2.3177)
C (-2.2711, 2.4728, 0.7658)
C (-1.2131, -0.0830, 3.3441)
C (0.0268, -0.2205, 6.8756)
C (3.8212, -0.2691, -2.9108)
H (-1.2821, -4.2376, 0.3058)
H (-2.1610, 0.0269, 2.8099)
H (2.3602, -2.4761, 0.7094)
H (1.6591, 4.2419, -3.5274)
H (-2.1569, -0.0449, 5.2841)
H (-1.4270, 3.0929, 0.4383)
H (-4.4846, 0.3859, 0.1233)
H (-2.5459, 3.7118, -2.6265)
H (-3.3662, 1.5394, -1.9637)
H (1.4294, 1.1655, 0.6875)
H (-1.6837, -2.9865, 1.5296)
H (1.2960, 1.3805, -0.2364)
H (1.2678, -2.8505, 2.0754)
H (2.9575, -3.4955, -2.1980)
H (-0.6833, 5.1568, -3.4163)
H (-2.2888, -2.8263, -0.1541)
H (0.5842, -3.6885, -1.8042)
H (-3.2125, 2.9644, 0.4773)
H (4.6568, 0.3590, -3.2311)
H (3.2572, 2.4164, -2.8655)
H (1.9770, -0.3952, 2.6638)
H (2.1229, -0.5076, 5.1476)
H (-3.5505, -1.1350, 0.0849)
H (-2.3404, 0.1000, -2.2427)
H (-2.2337, 2.3729, 1.8595)
H (4.9126, -2.1303, -2.9190)
H (-3.6371, -0.1753, 1.5849)
H (1.5087, -4.0525, 0.7654)
H (-0.4973, -2.3100, -2.2226)

---

No. 3
Here is a molecular structure, C6H13Br2 in a non-equilibrium geometry from the OMol25 dataset. Energies are from the ωB97M-V functional and the def2-TZVPD basis.

Properties
- Total charge: 0
- M: 244.98 g mol⁻¹
- E: -5384.353558 a.u.
- Expectation value of S²: 0.76
- HOMO-LUMO gap (spin up / spin down): 0.2325 / 0.2955 Eh
- Largest force on an atom: 0.05489 hartree/bohr
- 2S+1: 2
- ΔE to the lowest compared entry with this formula, charge and spin: 132.1 kJ/mol

Element x y z (Å)
Br (-1.3824, 1.1458, 1.9884)
Br (-2.6834, 2.4612, 0.3646)
C (0.3749, 0.2387, 0.5281)
C (0.8910, 1.4584, -0.2090)
C (-0.2072, -0.9002, -0.2918)
C (-1.7083, -0.7023, -0.5311)
C (0.5408, -1.1298, -1.6237)
C (1.1359, -0.0716, 1.7846)
H (0.1145, -1.9689, -2.1753)
H (0.4559, -0.2402, -2.2631)
H (0.4957, -0.4191, 2.6288)
H (1.7197, 0.8125, 2.1037)
H (1.8513, -0.9181, 1.6037)
H (1.6037, -1.3886, -1.4162)
H (0.1319, 2.2560, -0.4020)
H (1.6904, 1.9172, 0.3854)
H (-1.8941, 0.1545, -1.1891)
H (-0.0907, -1.7987, 0.3363)
H (-2.2141, -1.6114, -0.8905)
H (-2.1694, -0.4465, 0.4362)
H (1.3441, 1.1508, -1.1678)